Formula: C4H12N4
Source: OMol25
Level of theory: ωB97M-V with the def2-TZVPD basis set

For the molecular weight, the calculation gives 116.168 g mol⁻¹. The calculation puts the strongest force on any atom at 2.76 eV/A. Its total energy is -378.524940 Eh. As for the relative energy (zero: lowest compared OMol25 entry of this formula, charge and spin): 71.1 kcal/mol. The calculation puts the frontier orbital gap at 8.984 eV. The SMILES is C/C(=N/N(C)C)NN. The value obtained for the highest occupied orbital energy is -8.00 eV.

Element x y z (Å)
N 0.63892 1.88415 -0.52745
H -3.16837 0.20130 -0.54889
C 1.01334 -0.45679 -0.02364
N -1.24890 -0.01465 -0.05048
H -0.44920 0.85853 1.60693
H 2.88436 -1.20307 -0.88004
H 2.85732 -0.85129 0.87570
H -2.27188 0.89655 1.48325
C 2.30585 -1.30515 0.07066
H -2.67750 -1.55232 -0.16557
H -2.23389 -0.71008 -1.79709
C -2.44177 -0.58729 -0.70324
H 1.94860 1.21492 0.86138
C -1.34139 0.26705 1.35367
H -1.48275 -0.60420 2.03033
H -0.33109 1.55052 -0.58899
H 2.17467 -2.39966 0.39893
H 1.02877 1.86217 -1.47794
N 1.37457 0.91838 0.11099
N -0.12105 -0.89793 -0.38772